Entry 1:
The following is a quantum chemistry calculation of C42H123ClCoN21O19 as an isolated structure in a non-equilibrium geometry, from the Open Molecules 2025 dataset.

Summary:
HOMO level (spin up / spin down) = -10.58 / -10.58 eV
Lowest unoccupied orbital energy (spin up / spin down) = -1.7 / -1.7 eV
Net charge = +1
Kohn-Sham gap (spin up / spin down) = 8.91 / 8.87 eV
2S+1 = 4
<S²> = 3.76

Structure (XYZ):
```
207
C42H123ClCoN21O19 ωB97M-V/def2-TZVPD
Co 10.5172 17.9732 17.7031
Cl 14.3530 16.6442 15.2782
O 10.3446 18.3987 15.7632
O 18.5180 15.9914 12.4532
O 15.6787 14.9453 19.1864
O 12.4306 21.9023 15.4815
O 15.4304 12.5516 15.5984
O 11.2031 11.8808 18.4890
O 12.6459 15.1029 22.1380
O 13.5917 16.0121 16.3659
O 20.0155 13.9313 16.6198
O 10.4697 17.6846 19.8085
O 14.7386 21.6849 20.3017
O 10.0657 13.7825 13.5664
O 16.8928 21.0251 13.5753
O 14.3997 18.0204 15.4848
O 15.6053 15.9490 15.1931
O 10.7316 20.5475 9.8261
O 10.1481 16.0903 17.1902
O 19.1175 20.0324 16.3193
O 13.6856 16.4198 14.0353
N 9.5782 19.8847 17.8891
N 19.0254 14.9677 9.6341
N 17.5816 14.0158 19.7929
N 10.1747 14.6126 18.9018
N 17.2628 18.8808 14.1794
N 13.1442 10.9495 18.5522
N 13.6579 21.7065 13.5177
N 10.8180 14.8950 11.7305
N 15.5221 19.3324 12.9110
N 22.4301 12.9259 17.2430
N 18.9656 19.5621 19.3100
N 11.8766 22.7330 18.4569
N 12.5773 18.1301 18.2638
N 17.1050 14.4726 17.4609
N 10.4813 12.6055 11.6724
N 13.0259 13.0975 17.7402
N 17.3252 9.4562 16.2655
N 14.6717 21.8778 15.5816
N 10.0459 13.7818 22.4618
N 8.9442 19.7291 11.8027
N 10.2294 13.8848 16.7546
C 9.4569 18.7339 10.8812
C 21.7503 13.7972 18.1999
C 19.2874 18.6297 18.2370
C 10.3961 15.0732 23.0471
C 14.8229 12.9769 14.3107
C 10.0922 19.7623 15.4527
C 13.5870 14.0960 21.9601
C 18.3215 16.2426 9.9113
C 10.1644 14.8914 17.6433
C 19.4613 14.6312 15.4683
C 17.2224 16.4875 8.8324
C 9.9647 19.3949 9.6059
C 17.9299 18.0387 17.9390
C 16.5733 19.8606 13.5598
C 13.4869 21.7807 19.6776
C 15.7987 21.7822 19.3361
C 19.7104 16.6394 12.4444
C 9.5946 15.3063 24.3075
C 19.7075 20.6982 15.2650
C 22.8006 14.6004 18.9922
C 11.1037 17.6685 14.7844
C 12.0713 20.2590 10.3507
C 13.0015 23.1285 19.2635
C 9.1266 21.8239 16.4156
C 13.5143 21.8542 14.9426
C 20.8750 14.7407 17.3959
C 12.7649 17.4567 19.5180
C 10.4878 13.7757 12.4048
C 12.5786 24.0460 20.3866
C 9.0884 20.2987 16.5779
C 11.8915 15.0178 23.3604
C 14.1765 17.8063 20.1434
C 16.4859 11.0651 17.9917
C 19.9991 19.1679 16.9689
C 16.7791 14.5009 18.8022
C 8.3535 17.6866 10.5512
C 16.3276 10.4928 16.5946
C 12.4289 12.0355 18.3118
C 17.6222 16.2828 11.3450
C 9.2979 17.7417 20.5768
C 11.7278 17.7963 20.5550
C 16.3087 11.4921 15.4611
H 22.4946 15.0679 19.9281
H 15.3373 10.0267 16.5687
H 12.4139 13.8019 17.2920
H 11.1228 15.6252 12.3561
H 10.3506 13.6119 21.5130
H 8.1114 19.8579 16.3950
H 15.6384 20.9020 18.6267
H 14.6091 12.0681 13.7860
H 8.4104 18.0864 20.0167
H 8.5248 22.3375 17.1178
H 7.9593 19.7542 11.9963
H 17.2551 18.8943 17.6812
H 18.3535 14.2060 9.6270
H 8.7148 16.8291 9.9959
H 18.5701 14.1526 14.9753
H 21.5198 15.3665 16.7134
H 14.6259 21.9620 13.2137
H 9.1214 19.7779 8.9412
H 10.1796 13.9699 15.7566
H 12.1655 24.9482 19.9801
H 19.7871 19.8103 19.8757
H 19.7788 19.9970 14.4537
H 14.0046 13.5929 14.6319
H 19.9910 17.7951 18.5550
H 13.0706 18.9937 18.2533
H 12.4019 19.2880 10.0065
H 10.4743 17.5286 13.8910
H 12.8285 21.3673 20.4509
H 13.1176 17.5558 17.5678
H 9.3870 18.5350 21.3381
H 8.6740 15.8528 24.1970
H 16.6412 17.3505 9.0938
H 11.7712 23.5739 21.0444
H 14.3576 18.8653 19.9518
H 10.2008 18.1393 11.4264
H 13.4586 24.2385 20.9470
H 14.0639 10.7887 18.1996
H 15.8972 22.7014 18.7878
H 21.7401 12.2926 16.8411
H 11.0794 20.2468 15.4145
H 14.3071 17.6751 21.2144
H 13.8373 23.5139 18.6754
H 16.8702 17.9877 14.3343
H 17.6756 19.1927 15.0786
H 8.9286 20.0911 18.6469
H 16.6840 21.5513 19.9296
H 10.3310 12.9286 17.1060
H 17.2567 13.9540 20.7212
H 18.5855 20.4124 18.8843
H 9.0041 16.7353 20.9556
H 20.6818 21.0694 15.5090
H 20.2317 16.7125 13.4591
H 15.5941 21.9749 15.0596
H 19.0188 21.5183 14.9277
H 16.3209 14.8053 16.8642
H 8.0326 17.2000 11.4812
H 23.0983 12.3648 17.8115
H 18.5404 13.7145 19.5713
H 9.4004 14.3554 24.7643
H 10.3531 13.6207 19.1669
H 9.5622 19.9522 14.4989
H 13.1002 13.1054 21.9370
H 11.1779 12.4808 10.9877
H 19.0527 17.0372 9.9703
H 15.3806 18.3346 12.8513
H 12.7897 21.0051 10.0189
H 19.6248 17.6465 11.9834
H 9.0295 13.6334 22.4197
H 17.4763 11.4601 18.2442
H 16.8292 15.5806 11.4003
H 19.1812 15.6269 15.8084
H 18.0060 14.1516 17.0822
H 12.1352 22.5392 17.5025
H 13.0223 22.2240 12.9928
H 20.9708 19.6724 17.2653
H 12.1091 14.1274 23.9338
H 23.2531 15.2701 18.2403
H 11.9049 18.8083 20.9253
H 15.9468 12.0096 18.1057
H 14.3088 14.0891 22.7548
H 12.6678 10.1149 18.8931
H 17.6862 16.6016 7.7985
H 20.2353 18.3115 16.2742
H 19.6075 14.7853 10.3735
H 16.5314 15.5923 8.7931
H 9.2638 20.5999 11.4636
H 14.0065 13.0897 17.4623
H 10.1550 22.1540 16.4442
H 10.2335 15.9251 22.3855
H 18.1628 9.6992 16.7650
H 17.5807 17.4730 18.8580
H 14.1515 14.3236 21.0344
H 15.4733 13.6220 13.7096
H 11.2512 23.5228 18.4251
H 12.0038 20.2871 11.4428
H 10.2342 15.8812 24.9920
H 11.9303 18.4225 14.5121
H 16.9802 8.5467 16.6063
H 14.9049 19.8550 12.3358
H 17.9715 17.2645 17.1539
H 12.6818 16.3435 19.4740
H 20.2150 14.7920 14.6827
H 14.6951 21.6873 16.5634
H 11.3627 14.8853 10.8967
H 10.2501 15.3468 19.5691
H 7.5681 18.2927 9.9782
H 21.0081 13.2455 18.8244
H 10.3855 20.3855 18.2854
H 8.6777 22.1178 15.4628
H 11.7697 17.0590 21.4715
H 13.4143 21.1073 18.7972
H 16.2408 10.3193 18.7774
H 10.4817 18.6544 9.0160
H 17.3481 11.9650 15.2804
H 20.3957 16.0885 11.8361
H 20.2790 15.3553 18.0623
H 17.2446 17.2947 11.5468
H 15.0790 17.2927 19.7787
H 11.5265 16.7875 15.1995
H 10.2530 11.8085 12.2192
H 12.2207 15.8862 23.9212
H 23.6721 13.9516 19.2980
H 16.0569 10.8386 14.6638
```

Atomic partial charges in e from the Löwdin method, atoms 1 to 99: number 1, Co, carries 0.823; number 2, Cl, carries 0.614; number 3, O, carries -0.298; number 4, O, carries -0.209; number 5, O, carries -0.039; number 6, O, carries 0.008; number 7, O, carries -0.216; number 8, O, carries -0.048; number 9, O, carries -0.230; number 10, O, carries -0.369; number 11, O, carries -0.233; number 12, O, carries -0.306; number 13, O, carries -0.172; number 14, O, carries 0.007; number 15, O, carries 0.018; number 16, O, carries -0.318; number 17, O, carries -0.341; number 18, O, carries -0.198; number 19, O, carries -0.067; number 20, O, carries -0.232; number 21, O, carries -0.353; number 22, N, carries 0.028; number 23, N, carries 0.061; number 24, N, carries 0.167; number 25, N, carries 0.234; number 26, N, carries 0.197; number 27, N, carries 0.187; number 28, N, carries 0.148; number 29, N, carries 0.177; number 30, N, carries 0.182; number 31, N, carries 0.039; number 32, N, carries 0.037; number 33, N, carries 0.048; number 34, N, carries 0.072; number 35, N, carries 0.196; number 36, N, carries 0.163; number 37, N, carries 0.217; number 38, N, carries 0.049; number 39, N, carries 0.195; number 40, N, carries 0.059; number 41, N, carries 0.054; number 42, N, carries 0.212; number 43, C, carries -0.457; number 44, C, carries -0.461; number 45, C, carries -0.444; number 46, C, carries -0.447; number 47, C, carries -0.022; number 48, C, carries -0.132; number 49, C, carries -0.112; number 50, C, carries -0.398; number 51, C, carries -0.598; number 52, C, carries -0.084; number 53, C, carries -0.065; number 54, C, carries -0.232; number 55, C, carries -0.083; number 56, C, carries -0.699; number 57, C, carries -0.271; number 58, C, carries -0.085; number 59, C, carries -0.172; number 60, C, carries -0.047; number 61, C, carries -0.124; number 62, C, carries -0.056; number 63, C, carries -0.035; number 64, C, carries -0.062; number 65, C, carries -0.461; number 66, C, carries -0.043; number 67, C, carries -0.634; number 68, C, carries -0.236; number 69, C, carries -0.380; number 70, C, carries -0.648; number 71, C, carries -0.034; number 72, C, carries -0.328; number 73, C, carries -0.178; number 74, C, carries -0.001; number 75, C, carries -0.077; number 76, C, carries -0.206; number 77, C, carries -0.653; number 78, C, carries -0.062; number 79, C, carries -0.439; number 80, C, carries -0.658; number 81, C, carries -0.144; number 82, C, carries -0.097; number 83, C, carries -0.127; number 84, C, carries -0.252; number 85, H, carries 0.074; number 86, H, carries 0.131; number 87, H, carries 0.089; number 88, H, carries 0.089; number 89, H, carries 0.049; number 90, H, carries 0.148; number 91, H, carries 0.092; number 92, H, carries 0.077; number 93, H, carries 0.091; number 94, H, carries 0.067; number 95, H, carries 0.074; number 96, H, carries 0.082; number 97, H, carries 0.077; number 98, H, carries 0.062; number 99, H, carries 0.102

Entry 2:
The following is a quantum chemistry calculation of an isolated ion of composition C17H22NO and charge +1 in a non-equilibrium geometry, from the Open Molecules 2025 dataset.

Summary:
HOMO level = -11.65 eV
Lowest unoccupied orbital energy = -3.4 eV
Net charge = +1
Kohn-Sham gap = 8.29 eV
Energy relative to the best compared isomer or geometry (same formula, charge and spin) = 35.5 kcal per mole

Structure (XYZ):
```
41
C17H22NO ωB97M-V/def2-TZVPD
O 4.1037 3.4981 0.7765
N 1.6441 0.1319 0.3211
C 3.7197 1.3138 -0.0880
C 1.3432 -2.4104 -0.2662
C 0.5235 -1.2703 0.3958
C 1.9806 2.3514 1.2268
C -2.6141 -0.3558 -1.6277
C -0.9806 -1.1879 -0.0065
C -0.1798 -0.2065 -2.1353
C -1.2962 -0.5602 -1.2134
C 3.6178 4.7576 1.3327
C 3.2601 2.4385 0.6388
C -5.0934 -0.5212 -1.3300
C 2.9028 0.2144 -0.2205
C 1.2205 1.2037 1.0448
C -2.0637 -1.8553 0.6424
C -3.3948 -1.6488 0.2089
C -3.6869 -0.8668 -0.9124
C -1.9169 -2.8906 1.7368
H -1.2241 -2.5745 2.5304
H -5.0294 0.1002 -2.2324
H -1.6126 -3.8945 1.3742
H 2.6821 5.0734 0.8655
H 3.4821 4.6767 2.4152
H -4.2274 -2.1362 0.7348
H -0.5151 0.5057 -2.8978
H 0.6326 -1.2249 1.4752
H 0.6427 0.2514 -1.5838
H 2.1738 -1.9918 -0.8699
H -2.8229 0.1757 -2.5518
H 1.5804 3.1558 1.8588
H -5.7022 -1.3993 -1.5881
H -5.6465 0.0452 -0.5611
H 0.2444 -1.0884 -2.6521
H 4.4164 5.4593 1.1046
H 1.7723 -3.0012 0.5525
H 3.2602 -0.6263 -0.8104
H 4.7259 1.3399 -0.4973
H -2.9188 -3.0243 2.1907
H 0.7748 -3.1150 -0.8807
H 0.2217 1.1575 1.4989
```

Now the Löwdin charges, all in e: number 1, O, carries -0.051; number 2, N, carries 0.007; number 3, C, carries 0.060; number 4, C, carries -0.026; number 5, C, carries -0.068; number 6, C, carries 0.041; number 7, C, carries -0.001; number 8, C, carries -0.114; number 9, C, carries -0.031; number 10, C, carries -0.227; number 11, C, carries -0.017; number 12, C, carries -0.223; number 13, C, carries -0.039; number 14, C, carries -0.034; number 15, C, carries -0.029; number 16, C, carries -0.195; number 17, C, carries 0.003; number 18, C, carries -0.253; number 19, C, carries -0.045; number 20, H, carries 0.079; number 21, H, carries 0.077; number 22, H, carries 0.097; number 23, H, carries 0.100; number 24, H, carries 0.102; number 25, H, carries 0.128; number 26, H, carries 0.093; number 27, H, carries 0.120; number 28, H, carries 0.055; number 29, H, carries 0.059; number 30, H, carries 0.121; number 31, H, carries 0.129; number 32, H, carries 0.090; number 33, H, carries 0.094; number 34, H, carries 0.105; number 35, H, carries 0.102; number 36, H, carries 0.094; number 37, H, carries 0.123; number 38, H, carries 0.140; number 39, H, carries 0.083; number 40, H, carries 0.100; number 41, H, carries 0.152